C44H47BBrCoGe2IN9O4 as an isolated structure, computed with ωB97M-V/def2-TZVPD.

Structure (XYZ):
```
110
C44H47BBrCoGe2IN9O4 | the OMol25 dataset | ωB97M-V/def2-TZVPD
Co -0.0592 0.0349 0.7453
C -3.3258 -1.6626 0.2166
C -3.0299 -0.3106 -0.3277
C -3.9254 0.5518 -0.9625
C -3.1684 1.6249 -1.3697
N -1.8956 1.4136 -1.0000
N -1.8038 0.2224 -0.3502
B -0.7164 2.3811 -1.1940
N -0.3502 2.9356 0.1921
C 0.0430 4.1654 0.5592
C 0.4885 4.1035 1.8587
C 0.3505 2.7599 2.2284
C 0.7286 2.1605 3.5403
N -0.1622 2.0696 1.2090
N 0.5705 1.6536 -1.6968
C 1.6498 2.3544 -2.0541
C 2.7672 1.5475 -1.9715
C 2.2985 0.3195 -1.5318
C 3.1051 -0.8981 -1.2639
N 0.9540 0.3801 -1.3625
N -1.0685 3.5012 -2.1475
C -1.8514 4.5939 -1.9384
C -2.0953 5.1771 -3.1515
C -1.4128 4.3646 -4.0870
C -1.3548 4.5094 -5.5705
N -0.8073 3.3640 -3.4730
H -4.0039 -2.1822 -0.4610
H -2.4080 -2.2353 0.3119
H -3.8103 -1.6060 1.1925
H -4.9791 0.3995 -1.1193
H -3.4589 2.5138 -1.9033
H -0.0084 4.9990 -0.1214
H 0.8646 4.9102 2.4641
H 0.1575 2.6171 4.3491
H 0.5711 1.0850 3.5512
H 1.7829 2.3593 3.7367
H 1.5711 3.3934 -2.3259
H 3.7848 1.8136 -2.1999
H 3.5777 -1.2463 -2.1803
H 3.8967 -0.6734 -0.5481
H 2.4749 -1.6886 -0.8588
H -2.1817 4.8668 -0.9483
H -2.6665 6.0682 -3.3509
H -1.2717 5.5564 -5.8571
H -0.5042 3.9579 -5.9673
H -2.2612 4.1094 -6.0291
O 1.8634 0.3612 1.4112
C 2.6479 -0.4052 1.9765
C 2.4845 -1.8095 2.1552
C 3.4196 -2.4833 2.9520
C 3.2165 -3.7900 3.3043
C 2.0358 -4.4461 2.9267
C 1.1281 -3.8155 2.1223
C 1.3436 -2.4985 1.6359
O 0.5335 -1.9776 0.7708
N 4.2093 -4.4792 4.1194
O 3.9367 -5.5987 4.5068
O 5.2495 -3.8919 4.3567
H 3.5559 0.0316 2.4177
H 4.3018 -1.9689 3.3122
H 1.8593 -5.4496 3.2891
H 0.2179 -4.3169 1.8254
C -1.2643 -4.5303 -0.4353
Ge 0.0795 -3.8504 -1.7108
C 1.9234 -4.4738 -1.3476
C -0.4149 -4.6788 -3.4479
Ge -0.0045 -1.4197 -2.4813
C 1.2661 -1.2286 -3.9913
C 1.2875 -0.0657 -4.7596
C 2.1561 0.0442 -5.8348
C 3.0034 -1.0064 -6.1599
C 2.9895 -2.1687 -5.4027
C 2.1250 -2.2745 -4.3222
C -1.7508 -0.8991 -3.2322
C -2.7037 -1.9181 -3.2304
C -3.9051 -1.7652 -3.9043
C -4.1645 -0.5854 -4.5866
C -3.2272 0.4377 -4.5759
C -2.0240 0.2858 -3.9019
H -1.0341 -5.5889 -0.2964
H -2.2614 -4.4506 -0.8663
H -1.2502 -4.0341 0.5315
H 1.9033 -5.2319 -0.5663
H 2.6072 -3.6869 -1.0382
H 2.3054 -4.9302 -2.2609
H -0.1258 -5.7310 -3.4058
H 0.0959 -4.2185 -4.2933
H -1.4875 -4.6310 -3.6325
H 0.6331 0.7646 -4.5153
H 2.1706 0.9486 -6.4301
H 3.6807 -0.9182 -6.9994
H 3.6514 -2.9890 -5.6495
H 2.1315 -3.1767 -3.7207
H -2.5014 -2.8395 -2.6936
H -4.6381 -2.5619 -3.8995
H -5.0948 -0.4625 -5.1259
H -3.4345 1.3657 -5.0954
H -1.3206 1.1053 -3.8996
Br -3.9139 -2.9365 4.2085
C -3.6904 -1.1448 4.7733
C -4.5771 -0.6260 5.7045
C -4.4532 0.6901 6.1188
C -3.4509 1.4925 5.5984
C -2.5586 0.9753 4.6734
C -2.6693 -0.3453 4.2676
I -1.2256 -1.1436 2.9357
H -5.3558 -1.2604 6.1044
H -5.1449 1.0868 6.8495
H -3.3505 2.5207 5.9191
H -1.7727 1.5951 4.2652
```

The value obtained for the energy above the lowest of the compared OMol25 structures with the same formula, charge and spin is 79.04 kJ/mol. The expectation value of S² is 0.758. Its molar mass is 1187.7 g mol⁻¹. The total charge is +1. The calculation puts the electronic energy at -10931.67526 Ha. As for the multiplicity: 2.

Here are the Löwdin charges for atoms 1 to 99, given in e: 0.409, -0.055, -0.327, 0.011, -0.036, 0.038, 0.029, -0.687, 0.030, -0.045, 0.009, -0.312, -0.040, 0.065, 0.049, -0.021, 0.031, -0.337, -0.009, -0.011, -0.015, -0.092, -0.007, -0.340, -0.028, 0.117, 0.090, 0.022, 0.055, 0.121, 0.132, 0.124, 0.114, 0.083, 0.010, 0.094, 0.138, 0.124, 0.094, 0.100, 0.037, 0.126, 0.108, 0.080, 0.075, 0.077, -0.043, -0.152, -0.127, 0.066, -0.138, 0.039, -0.017, -0.433, -0.282, -0.356, 0.089, 0.081, 0.153, 0.135, 0.130, 0.099, -0.226, 0.773, -0.216, -0.230, 1.120, -0.317, -0.101, -0.065, -0.071, -0.069, -0.138, -0.313, -0.139, -0.068, -0.067, -0.064, -0.115, 0.037, 0.018, -0.016, 0.025, 0.001, 0.023, 0.032, 0.014, 0.015, 0.084, 0.109, 0.109, 0.109, 0.064, 0.060, 0.110, 0.109, 0.108, 0.064, 0.739

=====

A 2-piece molecular cluster, C6H6F2N2O9PS2 overall, computed with ωB97M-V/def2-TZVPD.

Structure (XYZ):
```
28
C6H6F2N2O9PS2 | the OMol25 dataset | ωB97M-V/def2-TZVPD
N -0.0696 0.4203 1.3560
P -0.6452 0.6022 -0.1264
O -1.3383 2.1636 -0.2945
O 0.6138 0.4205 -1.2482
C -2.0404 -0.6356 -0.3461
C -2.0898 -1.8089 0.4532
C -3.3753 -2.7471 0.1970
O -3.2934 -3.9812 0.1299
C -4.7379 -1.9203 -0.0217
C -4.6941 -0.7352 -0.8037
O -5.8202 0.0987 -1.0269
C -3.2341 -0.4035 -1.4029
O -3.0448 -0.0452 -2.5784
H 0.9369 0.1988 1.3282
H -2.2373 2.0571 0.1010
H 1.2003 1.2206 -1.1262
H -1.2988 -2.0269 1.2372
H -5.7024 -2.2459 0.4769
H -5.4735 1.0184 -1.0926
N 5.2340 1.8236 0.2756
S 6.2934 0.9273 1.0241
O 6.8265 -0.2023 0.2995
O 6.1281 0.7554 2.4477
F 7.5423 1.9255 0.9857
S 3.8668 1.0780 0.0824
O 2.9880 1.7281 -0.8701
O 3.2051 0.5574 1.2552
F 4.2600 -0.2435 -0.7114
```

Its molar mass is 383.2 g mol⁻¹. The total charge is -1. The calculation puts the electronic energy at -2356.40086 Ha. As for the multiplicity: 1.

What are the Löwdin partial charges on each atom? They are as follows, in elementary charge units: -0.183, 0.657, -0.206, -0.202, -0.163, 0.055, -0.296, 0.060, 0.071, -0.185, 0.019, -0.256, 0.084, -0.037, 0.059, 0.038, 0.126, 0.126, 0.120, -0.300, 0.502, -0.302, -0.299, -0.206, 0.516, -0.318, -0.294, -0.186

=====

A 6-piece molecular cluster, C32H81N5O12 overall, computed with ωB97M-V/def2-TZVPD.

Structure (XYZ):
```
130
C32H81N5O12 | the OMol25 dataset | ωB97M-V/def2-TZVPD
C -0.3505 -8.8559 -3.8216
O 0.1484 -7.8662 -2.9914
C -0.2445 -6.5834 -3.3783
C 0.3492 -5.6014 -2.4212
N -0.2796 -5.7203 -1.1130
C 0.2009 -4.7021 -0.1842
C -0.3734 -4.8834 1.1777
O -0.0622 -6.1892 1.5686
C -0.4925 -6.4521 2.8624
H -0.2821 -8.6049 -4.8905
H -1.3937 -9.1131 -3.6007
H 0.2688 -9.7436 -3.6730
H -1.3232 -6.4386 -3.4898
H 0.2144 -6.3590 -4.3607
H 0.2347 -4.6012 -2.8488
H 1.4308 -5.8085 -2.3472
H -0.0272 -6.6300 -0.7290
H -0.0827 -3.7515 -0.6576
H 1.3061 -4.7162 -0.0797
H -1.4599 -4.7135 1.1628
H 0.0762 -4.1301 1.8405
H -0.0219 -5.8167 3.6174
H -0.2559 -7.4941 3.0709
H -1.5833 -6.3300 2.9255
C -0.9757 1.9994 -1.3466
O -1.8545 2.2644 -2.4276
C -3.1927 2.1183 -2.0563
C -4.1224 2.5762 -3.1872
N -4.5698 3.9496 -3.1546
C -3.5266 4.9502 -3.1917
C -4.1231 6.3140 -3.0174
O -4.9515 6.7291 -4.0618
C -4.2532 6.9716 -5.2212
H -1.2506 1.0662 -0.8376
H -1.0469 2.7652 -0.5651
H 0.0086 1.8968 -1.7930
H -3.4259 2.6390 -1.1078
H -3.4196 1.0474 -1.8728
H -4.9957 1.9210 -3.1861
H -3.5659 2.3634 -4.1087
H -5.1824 4.1268 -2.3720
H -2.9009 4.8804 -4.0738
H -2.8754 4.8105 -2.3052
H -3.3040 7.0565 -2.9601
H -4.6696 6.4182 -2.0821
H -3.4434 7.7157 -5.0980
H -4.9167 7.4340 -5.9560
H -3.8470 6.0542 -5.6605
C 5.8113 3.0288 -5.3207
O 5.3267 2.2463 -4.3237
C 6.3294 1.8876 -3.4217
C 5.6819 1.1248 -2.3076
N 4.9613 -0.0304 -2.8114
C 3.8989 -0.4423 -1.8718
C 3.0264 -1.5332 -2.4598
O 2.1636 -1.1039 -3.5173
C 1.2623 -0.0760 -3.1387
H 6.6171 2.5774 -5.9112
H 6.1887 3.9907 -4.9358
H 4.9789 3.2637 -5.9841
H 6.8218 2.7910 -3.0413
H 7.0835 1.2597 -3.9186
H 5.0448 1.8516 -1.7729
H 6.4750 0.8153 -1.6168
H 4.4983 0.2837 -3.6687
H 3.2628 0.3817 -1.5298
H 4.4229 -0.8289 -0.9893
H 2.4136 -1.9714 -1.6511
H 3.6540 -2.3392 -2.8475
H 0.9018 -0.2049 -2.1164
H 0.4316 -0.1229 -3.8390
H 1.7645 0.8913 -3.2514
C -2.8281 -1.7912 0.4004
O -2.6854 -2.4573 1.6299
C -3.2808 -1.7173 2.7023
C -3.3209 -2.6232 3.9027
N -1.9928 -3.0839 4.3277
C -1.2171 -2.0681 5.0445
C 0.2504 -2.3995 5.0863
O 0.7398 -2.6114 3.7822
C 1.9285 -3.3633 3.7804
H -2.3301 -0.8201 0.4041
H -3.8958 -1.6967 0.1314
H -2.4351 -2.4500 -0.3800
H -4.3229 -1.4982 2.4203
H -2.6596 -0.8476 2.9450
H -3.9199 -3.5226 3.7263
H -3.8301 -2.0926 4.7172
H -1.4459 -3.3067 3.4914
H -1.5325 -2.0249 6.0981
H -1.3250 -1.0376 4.6567
H 0.5017 -3.2472 5.7316
H 0.7336 -1.5019 5.5154
H 1.7937 -4.3653 4.1992
H 2.7318 -2.8370 4.3184
H 2.2653 -3.4422 2.7449
C -3.4591 2.4904 3.6688
O -2.0967 2.1926 3.8936
C -1.5257 3.3471 4.4971
C -0.0439 3.2319 4.6808
N 0.6538 3.7018 3.5069
C 2.0801 3.8292 3.6409
C 2.6348 4.4870 2.4221
O 2.2399 3.8374 1.2978
C 2.8333 4.3839 0.1324
H -3.9677 2.5960 4.6362
H -3.9388 1.6623 3.1549
H -3.6026 3.4034 3.0873
H -1.9935 3.5123 5.4749
H -1.6889 4.2398 3.8877
H 0.2347 2.2084 5.0168
H 0.2856 3.8477 5.5296
H 0.4555 3.0995 2.7105
H 2.5506 2.8382 3.8047
H 2.3729 4.4575 4.4883
H 3.7295 4.5258 2.5224
H 2.3106 5.5399 2.4745
H 3.8751 4.6972 0.2577
H 2.2609 5.2664 -0.2101
H 2.7979 3.6739 -0.6962
O -0.5046 1.4213 1.7576
C 0.1390 0.2020 2.1038
C 0.8908 -0.3081 0.9403
O 1.9279 0.5631 0.5081
H -1.1384 1.6557 2.4869
H 0.7538 0.3167 3.0086
H -0.6197 -0.5546 2.3568
H 0.1337 -0.4362 0.1411
H 1.3055 -1.2954 1.1320
H 1.5780 1.4676 0.5589
```

The SMILES is COCCNCCOC.COCCNCCOC.COCCNCCOC.COCCNCCOC.COCCNCCOC.OCCO. The value obtained for the energy above the lowest of the compared OMol25 structures with the same formula, charge and spin is 0.00 kJ/mol. Its molar mass is 728.0 g mol⁻¹. The calculation puts the electronic energy at -2444.24124 Ha. As for the multiplicity: 1.

Here are the Löwdin charges for atoms 1 to 99, given in e: -0.135, -0.176, -0.262, -0.226, -0.045, -0.224, -0.250, -0.173, -0.112, 0.088, 0.090, 0.088, 0.129, 0.126, 0.122, 0.128, 0.111, 0.114, 0.125, 0.123, 0.103, 0.074, 0.090, 0.096, -0.097, -0.188, -0.256, -0.201, -0.060, -0.224, -0.244, -0.170, -0.146, 0.063, 0.091, 0.074, 0.126, 0.118, 0.113, 0.126, 0.111, 0.118, 0.121, 0.123, 0.125, 0.094, 0.090, 0.086, -0.155, -0.184, -0.250, -0.233, -0.039, -0.220, -0.208, -0.188, -0.111, 0.094, 0.092, 0.093, 0.125, 0.132, 0.116, 0.123, 0.105, 0.086, 0.126, 0.113, 0.123, 0.065, 0.093, 0.089, -0.106, -0.210, -0.216, -0.200, -0.033, -0.217, -0.232, -0.220, -0.110, 0.070, 0.093, 0.090, 0.129, 0.099, 0.118, 0.122, 0.080, 0.124, 0.105, 0.124, 0.127, 0.085, 0.095, 0.087, -0.097, -0.213, -0.223

=====

The molecule C4H4Cl2Si, computed with ωB97M-V/def2-TZVPD.

Structure (XYZ):
```
11
C4H4Cl2Si | the OMol25 dataset | ωB97M-V/def2-TZVPD
Cl 3.6902 0.7592 -1.0040
Si 1.8468 -0.1111 -0.4526
Cl 2.2019 -1.9644 -0.1620
C 0.4371 0.8588 -0.4649
C -0.9409 0.4726 -0.0334
C -1.5303 -0.1821 1.2395
C -1.3452 -0.9058 0.1494
H 0.3752 1.9309 -0.8069
H -1.5338 1.0761 -0.6080
H -1.8233 0.0254 2.2076
H -1.3776 -1.9597 -0.0646
```

The SMILES is Cl[Si](Cl)=CC1C=C1. The value obtained for the energy above the lowest of the compared OMol25 structures with the same formula, charge and spin is 369.65 kJ/mol. Its molar mass is 151.1 g mol⁻¹. The calculation puts the electronic energy at -1364.60964 Ha. As for the multiplicity: 1.

What are the Löwdin partial charges on each atom? They are as follows, in elementary charge units: 0.199, -0.186, 0.417, -0.313, -0.407, 0.060, -0.065, 0.064, 0.070, 0.065, 0.096